Entry from OMol25: a cluster of 2 separate species, C8H16N3 in total (ωB97M-V/def2-TZVPD).

As for the net charge: +1. The calculation puts the LUMO energy (spin up / spin down) at -3.76 / -3.96 eV. For the energy, the calculation gives -478.2738 a.u. The calculation puts the energy above the lowest of the compared OMol25 structures with the same formula, charge and spin at 113.8 kcal per mole.

```
27
C8H16N3 (ωB97M-V/def2-TZVPD)
C 2.272 -0.805 -1.713
C 2.418 0.517 -1.988
C 1.798 -0.862 -0.419
C -2.026 -0.952 -1.608
C 0.447 2.104 1.527
C -1.589 -1.244 -0.191
C 0.842 0.764 1.072
C -2.036 -0.335 0.886
N 2.012 1.276 -0.938
N 1.565 0.390 -0.015
N -2.025 -0.809 2.087
H 2.872 -1.562 -2.247
H 2.829 0.974 -2.844
H 1.884 -1.640 0.348
H -1.923 0.056 -1.742
H -1.519 -1.488 -2.331
H -3.056 -1.212 -1.577
H 1.397 2.591 1.865
H -0.140 1.954 2.443
H -0.032 2.755 0.953
H -0.540 -1.226 -0.165
H -1.679 -2.275 0.062
H 0.864 0.035 1.896
H -2.600 0.577 0.486
H -2.581 -0.364 2.851
H 1.900 2.354 -0.822
H -1.353 -1.574 2.125
```